# C31H65N3O20

A 10-piece molecular cluster, C31H65N3O20 overall in a non-equilibrium geometry (ωB97M-V with the def2-TZVPD basis set, OMol25).

```
119
Properties=species:S:1:pos:R:3:mulliken_spin:R:1
C -1.8929 -1.7468 4.9804 0.00
N -2.5456 -1.3994 3.7000 0.00
O -3.4420 -0.5882 3.7297 0.00
O -2.3543 -1.9713 2.6630 0.00
H -1.1544 -2.5303 4.8104 0.00
H -2.7324 -2.1418 5.5525 0.00
H -1.4670 -0.8729 5.4734 0.00
C 5.3873 4.3945 2.5539 0.00
N 6.8376 4.5612 2.9456 0.00
O 7.2261 5.6839 3.0857 0.00
O 7.5151 3.5562 3.1606 0.00
H 5.2463 3.6614 1.7597 0.00
H 4.9657 5.3535 2.2529 0.00
H 4.8502 4.0883 3.4516 0.00
C -0.9274 2.3567 2.5849 0.01
N -0.6610 3.1998 1.4441 0.46
O 0.1989 4.0840 1.4894 0.24
O -1.3569 2.9839 0.4518 0.23
H -1.7482 2.7309 3.1967 -0.01
H -0.0110 2.3023 3.1726 0.00
H -1.1140 1.3458 2.2227 0.01
O 1.7415 6.2254 -0.3160 0.00
C 1.2345 5.6106 -1.2677 0.00
O 1.9597 4.6962 -1.9133 -0.01
C 3.2516 4.2138 -1.4218 0.00
C 3.5914 2.9925 -2.3103 0.00
C -0.1850 5.6526 -1.5834 0.01
H 3.2190 3.9187 -0.3730 0.03
H 4.0056 4.9993 -1.4738 0.00
H 4.6402 2.7212 -2.4310 0.00
H 3.2287 3.1247 -3.3296 0.00
H 3.1704 2.1037 -1.8404 0.00
H -0.3206 5.7055 -2.6636 0.00
H -0.5624 6.6242 -1.2644 -0.01
H -0.8362 4.8895 -1.1571 0.00
O 1.6571 0.3479 2.8498 -0.01
C 2.1088 0.4427 1.7325 0.03
O 1.8458 -0.4156 0.7533 -0.01
C 0.9191 -1.4417 0.8664 0.00
C -0.4036 -1.0122 0.2492 -0.03
C 3.1977 1.3576 1.3508 -0.05
H 0.9504 -1.9040 1.8530 0.00
H 1.4054 -2.2430 0.3101 0.00
H -1.0962 -1.8537 0.2331 0.00
H -0.2661 -0.6280 -0.7615 0.00
H -0.9174 -0.2649 0.8540 0.03
H 3.4871 1.7551 2.3236 -0.01
H 2.9490 2.1216 0.6142 0.07
H 4.1117 0.8620 1.0235 0.00
O -5.8740 1.0813 0.1538 0.00
C -5.1437 0.1808 -0.2036 0.01
O -5.3562 -0.6760 -1.1570 0.00
C -6.4395 -0.6167 -2.0307 0.00
C -7.7873 -0.9363 -1.3278 0.00
C -3.9172 -0.1732 0.5408 -0.01
H -6.2056 -1.3241 -2.8262 0.00
H -6.4944 0.4122 -2.3862 0.00
H -7.6349 -1.7749 -0.6485 0.00
H -8.6131 -1.2265 -1.9774 0.00
H -8.2488 -0.0735 -0.8474 0.00
H -3.0554 0.2686 0.0406 0.02
H -3.8011 -1.2567 0.5163 0.00
H -4.1622 0.2751 1.5037 0.00
O -0.5749 0.8266 -4.7146 0.00
C -0.5170 1.8956 -4.2008 0.02
O -0.5725 3.0152 -4.8876 0.00
C -1.0694 2.9941 -6.2772 0.00
C -0.9120 4.3809 -6.8273 0.00
C -0.0776 1.9915 -2.7314 0.00
H -2.1126 2.7681 -6.0565 0.00
H -0.6572 2.1383 -6.8120 0.00
H -1.3333 5.0280 -6.0580 0.00
H -1.5711 4.5049 -7.6866 0.00
H 0.1113 4.6351 -7.1033 0.00
H 0.1778 3.0378 -2.5635 -0.01
H 0.7664 1.3816 -2.4090 -0.01
H -0.8572 1.5592 -2.1041 0.00
O -3.4311 -0.7476 -3.7497 0.00
C -3.4091 -1.8978 -4.2421 0.00
O -2.5622 -2.8928 -3.8765 0.00
C -1.8511 -2.8090 -2.6743 0.00
C -1.0299 -4.0180 -2.6039 0.00
C -4.3552 -2.4535 -5.2736 0.00
H -2.4401 -2.6257 -1.7756 0.00
H -1.1822 -1.9489 -2.7059 0.00
H -1.6783 -4.8813 -2.4541 0.00
H -0.2766 -3.8582 -1.8326 0.00
H -0.4428 -4.3008 -3.4776 0.00
H -5.2351 -1.8884 -4.9662 0.00
H -4.3351 -3.5334 -5.1270 0.00
H -4.1400 -2.0907 -6.2787 0.00
O 4.2355 -3.3563 1.0791 0.00
C 4.6163 -2.2401 0.6889 0.00
O 4.9859 -1.2665 1.4759 0.00
C 5.1769 -1.4590 2.8573 0.00
C 5.6851 -0.1733 3.4782 0.00
C 4.4982 -1.8418 -0.7690 0.00
H 5.8493 -2.3150 2.9135 0.00
H 4.2121 -1.7206 3.2919 0.00
H 5.7843 -0.3942 4.5410 0.00
H 4.9213 0.5702 3.2505 0.00
H 6.7168 0.1307 3.3015 0.00
H 3.4722 -2.0425 -1.0774 0.00
H 5.2073 -2.3265 -1.4401 0.00
H 4.7272 -0.7762 -0.7621 0.00
O -1.7531 -6.9889 2.8409 0.00
C -1.4040 -5.7964 2.7930 0.00
O -0.9485 -5.0918 3.8105 0.00
C -0.5413 -5.8331 4.9019 0.00
C 0.2379 -4.8742 5.8613 0.00
C -1.5029 -5.0016 1.5233 0.00
H -0.0047 -6.7288 4.5889 0.00
H -1.4767 -6.1735 5.3460 0.00
H -0.2822 -3.9293 6.0192 0.00
H 1.2306 -4.5425 5.5570 0.00
H 0.3342 -5.2994 6.8603 0.00
H -0.8645 -5.5024 0.7955 0.00
H -1.2084 -3.9650 1.6870 0.00
H -2.5107 -5.0851 1.1166 0.00
```

Multiplicity: 2
Expectation value of S²: 0.75
Gap between HOMO and LUMO (spin up / spin down), eV: 2.705 / 6.372
LUMO (spin up / spin down), eV: 1.94 / 1.94
Net charge: -1